A 5-piece molecular cluster, C37H77N7O6P overall at a distorted geometry, computed with ωB97M-V/def2-TZVPD.

```
128
Properties=species:S:1:pos:R:3:forces:R:3
C 0.334387 -4.675495 3.212892 0.68 -0.23 0.02
N 1.720161 -4.268740 2.962610 -0.32 0.13 -0.32
C 1.818458 -3.009577 2.258089 0.50 -0.87 0.75
N 1.295256 -1.886170 3.030477 -0.68 0.33 -0.46
O 2.171264 -1.672264 4.146902 0.40 0.43 -0.02
C 1.626695 -2.082381 5.240547 1.00 -0.41 -1.37
N 1.396240 -2.671217 6.192396 -0.83 -0.27 1.57
C 1.053064 -0.632167 2.308736 -0.71 0.19 -0.54
C -0.428793 -0.642798 1.829824 0.41 -0.55 0.22
C -1.436679 -1.179697 2.820914 -0.66 -0.31 -0.63
C -1.364668 -0.974648 4.188239 0.87 0.39 0.21
C -2.298295 -1.460424 5.058508 -1.24 -0.58 0.51
C -3.399628 -2.182492 4.588287 0.58 0.32 0.21
C -3.477796 -2.413185 3.235568 -0.38 -0.17 0.19
C -2.523292 -1.939104 2.349565 0.01 0.14 -0.42
C -2.753179 -2.309517 0.895407 0.64 -0.31 0.57
C 1.306596 0.674024 3.191553 0.67 1.43 0.86
O 0.290057 1.352204 3.465018 0.15 -0.55 -0.41
O 2.488172 0.927950 3.501767 -0.63 -0.63 -0.51
P 2.103050 -0.388520 0.800632 1.36 0.95 0.79
O 3.540197 -0.564092 0.978884 0.04 -0.65 -0.12
O 1.824882 1.142952 0.346698 -0.68 -0.63 -0.42
O 1.511518 -1.279726 -0.426889 -0.34 0.38 0.25
H -0.146334 -4.820154 2.244733 -0.20 0.24 -0.01
H -0.209336 -3.963187 3.835635 -0.26 -0.06 -0.05
H 0.358985 -5.661742 3.673274 -0.13 0.04 0.25
H 2.265460 -4.240172 3.813760 -0.04 -0.03 0.05
H 2.872514 -2.876564 2.005847 -0.03 0.32 -0.22
H 1.198444 -3.106610 1.368178 0.04 0.33 -0.16
H -0.677720 0.375403 1.530154 -0.11 0.10 0.12
H -0.474689 -1.281329 0.948443 -0.12 0.02 -0.09
H -0.540274 -0.419415 4.608489 0.01 0.16 -0.15
H -2.214588 -1.277492 6.121024 0.18 0.06 0.04
H -4.164932 -2.557066 5.252507 0.00 0.01 0.11
H -4.317973 -2.978548 2.852369 -0.03 -0.05 -0.10
H -3.160222 -1.493024 0.303059 0.04 0.03 -0.14
H -3.416992 -3.170519 0.876092 -0.28 0.13 -0.18
H -1.816083 -2.670874 0.471579 0.01 0.19 -0.35
H 0.924923 1.253902 0.010769 0.02 0.38 0.25
H 0.995025 -0.705315 -1.004879 -0.01 -0.31 -0.22
C 2.709965 -1.307336 -3.394599 0.15 -0.03 -0.01
C 2.116153 -2.611903 -3.899590 0.12 0.09 0.06
N 1.339170 -2.458076 -5.118347 -0.21 -0.06 -0.07
C 0.538141 -3.623784 -5.443124 -0.18 -0.12 0.05
C 1.264539 -4.932181 -5.779456 -0.07 -0.05 -0.08
C 2.030806 -1.836278 -6.231161 0.21 0.25 -0.07
C 3.325639 -2.491146 -6.733205 -0.02 0.03 -0.14
H 1.935679 -0.547021 -3.272903 0.00 0.02 -0.08
H 3.178453 -1.468767 -2.425003 -0.01 0.01 0.01
H 3.476709 -0.914631 -4.064577 -0.04 0.03 -0.03
H 1.451739 -2.998991 -3.122449 -0.06 -0.08 -0.09
H 2.926473 -3.348871 -4.011397 0.01 -0.01 0.06
H -0.130868 -3.368354 -6.270537 0.08 0.08 -0.04
H -0.123759 -3.814260 -4.592225 0.08 0.04 0.07
H 1.722642 -4.902985 -6.767538 0.07 0.02 0.03
H 0.547873 -5.756579 -5.785147 -0.01 0.01 0.02
H 2.034021 -5.175477 -5.046493 0.01 0.03 0.01
H 2.261872 -0.805059 -5.949589 0.02 -0.03 0.07
H 1.333981 -1.740288 -7.068511 -0.10 -0.13 0.07
H 3.989643 -2.772679 -5.915324 -0.02 0.01 0.02
H 3.870481 -1.786173 -7.365964 0.00 0.01 0.02
H 3.130152 -3.374760 -7.339576 0.03 -0.06 0.07
C -4.404234 1.232612 3.162258 0.01 0.09 -0.11
C -5.910032 1.091472 3.002147 0.19 0.07 -0.04
N -6.585826 0.736887 4.237487 -0.20 -0.11 0.02
C -7.960685 0.321205 4.044625 -0.11 -0.16 -0.07
C -8.963131 1.351476 3.506993 -0.12 -0.04 0.05
C -6.340876 1.618978 5.363366 0.28 0.10 0.16
C -6.682248 3.106851 5.203355 -0.07 0.02 0.13
H -3.960459 0.333433 3.587540 -0.03 0.03 0.10
H -3.946942 1.389287 2.183408 -0.01 0.03 0.00
H -4.140557 2.093760 3.777407 0.06 -0.05 0.03
H -6.098474 0.296986 2.273653 -0.13 -0.04 0.07
H -6.309070 2.019681 2.560156 0.00 -0.01 -0.04
H -8.340277 -0.080113 4.989292 0.07 0.08 0.06
H -7.952156 -0.531665 3.357413 0.09 0.04 -0.05
H -9.233892 2.089727 4.260920 0.05 0.05 -0.02
H -9.885417 0.844916 3.211544 0.02 -0.01 0.00
H -8.583468 1.874634 2.628896 0.04 0.01 0.01
H -5.282579 1.542628 5.624905 0.01 -0.01 -0.10
H -6.867244 1.222450 6.235960 -0.11 -0.07 -0.09
H -6.327714 3.510963 4.254474 0.01 -0.03 -0.01
H -6.201281 3.678444 5.999964 0.02 -0.01 -0.01
H -7.753144 3.293649 5.279894 -0.01 0.01 -0.10
C 2.797916 5.446587 8.469345 0.07 0.01 0.05
C 2.261602 4.052325 8.176412 0.17 0.04 -0.05
N 1.564278 3.964083 6.912262 -0.26 0.08 -0.06
C 0.808705 2.732189 6.748864 -0.29 -0.23 0.07
C 1.593502 1.421419 6.694207 0.03 -0.12 -0.16
C 2.311613 4.389835 5.738780 0.23 0.30 -0.10
C 3.637716 3.684645 5.431502 0.00 -0.12 -0.08
H 2.002932 6.191535 8.403557 -0.01 -0.01 -0.06
H 3.209979 5.479428 9.480291 0.01 -0.01 0.00
H 3.597458 5.730432 7.783785 -0.02 0.01 -0.02
H 1.555002 3.791224 8.969847 -0.06 -0.11 -0.08
H 3.092631 3.332016 8.249996 0.02 0.02 0.07
H 0.197748 2.813331 5.846591 0.16 0.02 -0.10
H 0.089130 2.668524 7.574998 0.09 0.12 0.11
H 2.117441 1.302880 5.745234 -0.02 0.03 0.04
H 0.899420 0.581135 6.779891 -0.01 -0.01 0.03
H 2.314880 1.331582 7.509551 -0.03 0.02 0.05
H 2.509305 5.463013 5.837946 0.00 -0.01 0.10
H 1.660088 4.309845 4.866410 -0.09 -0.19 0.08
H 4.263041 3.573941 6.320882 -0.02 0.04 0.03
H 4.203575 4.274688 4.706441 -0.01 0.03 0.00
H 3.482441 2.702120 4.987418 -0.02 0.00 0.02
C 3.200349 3.333253 -11.010493 -0.04 0.04 0.00
C 2.895735 1.899360 -11.418087 -0.08 0.14 0.03
N 3.448026 0.917330 -10.505740 0.13 -0.19 -0.01
C 3.418657 -0.437590 -11.026498 0.09 -0.15 -0.16
C 2.052827 -1.086415 -11.282389 0.01 -0.11 0.03
C 3.066324 1.064722 -9.111909 -0.03 0.26 0.23
C 1.571656 1.047298 -8.768124 0.01 -0.07 0.12
H 4.272531 3.480124 -10.874451 0.00 -0.04 0.04
H 2.861398 4.017680 -11.789616 -0.01 -0.01 0.00
H 2.691585 3.615539 -10.088082 0.02 0.00 0.01
H 3.338152 1.729530 -12.403588 0.00 -0.14 0.02
H 1.806349 1.790447 -11.542554 0.00 0.04 -0.05
H 3.994782 -1.081281 -10.355763 -0.03 0.07 0.10
H 3.976430 -0.439358 -11.968986 -0.03 0.11 -0.02
H 1.556449 -1.371713 -10.355680 -0.04 0.06 0.00
H 2.186452 -1.999961 -11.866024 0.02 0.01 -0.01
H 1.385852 -0.434241 -11.847290 0.01 0.03 0.02
H 3.485304 2.004945 -8.743794 -0.01 0.03 -0.09
H 3.577140 0.294376 -8.529387 0.00 -0.10 -0.12
H 0.982364 1.673097 -9.440056 0.03 0.00 -0.03
H 1.426180 1.432274 -7.756791 0.01 -0.01 0.00
H 1.161384 0.038934 -8.785510 -0.06 0.02 -0.08
```
Forces are in eV/Å.

2S+1: 1
Molecular weight in g mol⁻¹: 747.0
Electronic energy in Ha: -2632.11460
Total charge: -1
Kohn-Sham gap in hartree: 0.2669
F_max in Eh/bohr: 0.036